Entry 1:
# C4H9OP

2 unconnected molecules or ions with the total composition C4H9OP (ωB97M-V with the def2-TZVPD basis set, OMol25).

ORCA input file:
```
! wB97M-V def2-TZVPD RIJCOSX def2/J DEFGRID3
* xyz 0 1
C -1.99 0.13 1.10
C -1.29 0.63 0.13
C 1.31 0.87 -0.57
C 0.32 -0.22 -0.84
O 2.01 0.80 0.74
P 0.98 -1.87 -0.44
H -2.86 0.72 1.54
H -1.88 -0.86 1.55
H -1.28 1.49 -0.43
H 0.89 1.90 -0.71
H 2.11 0.83 -1.26
H 0.02 -0.25 -1.89
H 1.16 0.89 1.29
H -0.04 -2.82 -1.06
H 0.55 -2.22 0.86
*
```

Summary:
energy above the lowest of the compared OMol25 structures with the same formula, charge and spin	340.2	kJ/mol
HOMO level	-8.72	eV

Entry 2:
# C4H7N2O

A gas-phase ion, C4H7N2O (charge +1) (ωB97M-V with the def2-TZVPD basis set, OMol25).

ORCA input file:
```
! wB97M-V def2-TZVPD RIJCOSX def2/J DEFGRID3
* xyz 1 1
C 2.54 -0.55 -0.83
C 1.28 -0.04 -0.81
N 1.05 1.25 -0.36
C -0.06 1.66 0.00
O -1.39 0.96 0.18
C -1.29 -0.20 0.74
N -2.37 -0.93 0.72
H 3.29 -0.20 -0.19
H 2.59 -1.46 -1.36
H 0.62 -0.44 -1.46
H -0.10 2.78 0.29
H -0.55 -0.38 1.51
H -3.23 -0.72 0.25
H -2.38 -1.73 1.30
*
```

Summary:
SMILES	C=C/N=C\OC=[NH2+]
energy above the lowest of the compared OMol25 structures with the same formula, charge and spin	291.1	kJ/mol
HOMO level	-13.48	eV

Entry 3:
# C30H41AsF11IN8O

A molecular structure, C30H41AsF11IN8O (ωB97M-V with the def2-TZVPD basis set, OMol25).

ORCA input file:
```
! wB97M-V def2-TZVPD RIJCOSX def2/J DEFGRID3
* xyz 0 1
C 3.09 -0.23 -4.19
C 2.92 -0.65 -3.06
C 2.88 -1.19 -1.61
C 1.37 -1.47 -1.12
C 1.06 -0.40 0.00
N -0.24 -0.52 0.67
C -0.48 -1.76 1.44
C -1.58 -2.76 0.86
C -1.09 -3.66 -0.34
C 0.03 -4.72 0.06
N 0.33 -5.49 -1.19
C 1.19 -4.71 -2.08
C 0.68 -3.98 -3.39
O 2.37 -4.59 -1.82
C -0.80 0.67 1.21
N -2.05 1.13 0.59
C -1.90 1.10 -0.89
C -2.53 2.39 -1.62
C -1.35 3.35 -2.04
I -3.39 1.65 -3.52
C -3.19 0.35 1.06
C -4.42 0.30 0.18
C -5.60 -0.45 0.69
C -5.45 -1.11 2.01
N -4.35 -1.09 2.84
C -3.29 -0.36 2.36
N -0.32 1.36 2.23
C 0.93 0.92 2.92
C 2.23 1.79 2.51
N 2.17 2.27 1.11
N 2.54 2.86 3.49
N 3.39 0.82 2.54
C -0.98 2.57 2.77
F -0.35 3.04 3.94
F -2.30 2.31 3.18
C -1.06 3.81 1.82
C 0.07 4.70 1.45
C -0.12 5.89 0.57
C -1.45 6.25 0.01
C -2.59 5.37 0.38
C -4.02 5.74 -0.17
F -4.95 4.76 0.12
F -3.91 5.76 -1.57
F -4.49 6.95 0.31
C -2.40 4.18 1.25
H 3.38 0.17 -5.19
H 3.48 -2.15 -1.48
H 3.36 -0.45 -0.90
H 0.67 -1.44 -2.00
H 1.41 -2.47 -0.61
H 1.95 -0.43 0.72
H 1.15 0.62 -0.51
H 0.50 -2.34 1.48
H -0.73 -1.55 2.52
H -1.86 -3.45 1.72
H -2.54 -2.26 0.55
H -1.99 -4.28 -0.65
H -0.82 -3.07 -1.27
H 0.95 -4.25 0.50
H -0.48 -5.46 0.75
H 0.82 -6.37 -0.94
H 1.15 -2.96 -3.51
H 0.98 -4.56 -4.32
H -0.44 -3.86 -3.44
H -2.24 0.13 -1.37
H -0.79 1.16 -1.15
H -3.34 2.88 -1.02
H -1.68 4.31 -2.53
H -0.82 3.65 -1.08
H -0.55 2.83 -2.66
H -4.49 0.79 -0.82
H -6.53 -0.48 0.07
H -6.35 -1.68 2.39
H -2.39 -0.30 3.04
H 0.81 0.89 4.05
H 1.23 -0.14 2.66
H 2.70 1.62 0.53
H 2.69 3.16 1.08
H 2.56 2.41 4.41
H 3.48 3.25 3.33
H 3.29 0.16 3.33
H 4.27 1.33 2.59
H 1.09 4.52 1.86
H 0.74 6.58 0.30
H -1.64 7.15 -0.63
H -3.33 3.59 1.46
F 7.83 -5.07 -2.19
As 6.30 -5.76 -2.78
F 6.92 -5.70 -4.45
F 5.64 -4.12 -2.98
F 4.77 -6.45 -3.37
F 5.68 -5.81 -1.12
F 6.96 -7.40 -2.59
*
```

Summary:
HOMO level	-9.27	eV

Entry 4:
# C39H31AsIN3O5RhS

A molecular structure, C39H31AsIN3O5RhS (ωB97M-V with the def2-TZVPD basis set, OMol25).

ORCA input file:
```
! wB97M-V def2-TZVPD RIJCOSX def2/J DEFGRID3
* xyz 1 1
Rh -1.21 0.09 -0.56
C 1.00 3.95 -2.03
C 1.87 2.75 -1.96
N 3.07 2.76 -2.46
C 3.81 1.66 -2.45
C 3.37 0.44 -1.98
C 4.37 -0.70 -2.00
O 3.88 -1.95 -2.43
C 2.08 0.35 -1.41
C 1.58 -0.91 -0.95
N 0.52 -1.15 -0.22
C 0.26 -2.45 0.22
C 1.33 -3.32 0.50
C 1.13 -4.63 0.88
C -0.16 -5.13 1.01
C -1.23 -4.27 0.83
C -1.02 -2.95 0.48
I -2.79 -1.75 0.40
C 1.31 1.56 -1.34
O 0.17 1.68 -0.80
H 1.53 4.78 -2.51
H 0.67 4.22 -1.03
H 0.11 3.70 -2.61
H 4.82 1.78 -2.82
H 4.74 -0.86 -0.98
H 5.23 -0.39 -2.61
H 3.63 -1.89 -3.36
H 2.14 -1.77 -1.31
H 2.34 -2.95 0.40
H 1.97 -5.27 1.09
H -0.34 -6.17 1.25
H -2.24 -4.62 0.97
O -1.04 1.39 -3.64
C -1.23 0.19 -3.69
N -1.37 -0.59 -2.60
S -1.33 -2.21 -2.95
O -2.46 -2.87 -2.37
O -0.04 -2.73 -2.57
C -1.43 -1.99 -4.71
C -1.54 -2.90 -5.73
C -1.56 -2.41 -7.04
C -1.45 -1.05 -7.28
C -1.33 -0.14 -6.24
C -1.32 -0.62 -4.94
H -1.62 -3.96 -5.52
H -1.65 -3.10 -7.86
H -1.47 -0.69 -8.30
H -1.25 0.92 -6.42
C 0.56 4.61 5.33
C 0.65 3.25 5.59
C 0.43 2.33 4.58
C 0.10 2.77 3.31
C 0.01 4.13 3.04
C 0.24 5.05 4.05
As -0.35 1.48 1.87
C -2.29 1.52 2.07
C -3.06 1.84 0.96
C -4.44 1.91 1.08
C -5.04 1.68 2.30
C -4.27 1.38 3.41
C -2.89 1.29 3.30
C 0.40 -0.14 2.67
C 1.79 -0.19 2.62
C 2.48 -1.25 3.18
C 1.77 -2.28 3.77
C 0.39 -2.26 3.79
C -0.31 -1.20 3.24
H 0.75 5.33 6.11
H 0.88 2.91 6.59
H 0.52 1.27 4.79
H -0.24 4.46 2.04
H 0.17 6.11 3.85
H -2.58 2.07 -0.01
H -5.05 2.15 0.22
H -6.11 1.73 2.39
H -4.73 1.20 4.37
H -2.28 1.06 4.17
H 2.33 0.62 2.13
H 3.56 -1.28 3.14
H 2.31 -3.12 4.21
H -0.16 -3.07 4.25
H -1.39 -1.19 3.25
*
```

Summary:
energy above the lowest of the compared OMol25 structures with the same formula, charge and spin	106.0	kJ/mol
HOMO level (spin up / spin down)	-10.36 / -10.36	eV

Entry 5:
# C3H10NO2S

2 unconnected molecules or ions with the total composition C3H10NO2S (ωB97M-V with the def2-TZVPD basis set, OMol25).

ORCA input file:
```
! wB97M-V def2-TZVPD RIJCOSX def2/J DEFGRID3
* xyz -1 1
C -1.19 -0.05 -0.26
C -1.38 0.88 0.92
S -1.94 -0.20 2.41
N -0.59 0.79 -1.32
C 0.91 0.91 -1.23
O 1.53 -0.26 -1.36
H -2.16 -0.33 -0.68
H -0.58 -0.92 -0.02
H -0.53 1.45 1.25
H -2.24 1.51 0.78
H -0.85 -0.15 3.21
H -0.76 0.38 -2.24
H 1.16 1.42 -0.24
H 1.13 1.73 -1.93
H 3.60 -2.23 -1.94
H 3.02 -0.91 -1.48
O 3.84 -1.48 -1.36
*
```

Summary:
energy above the lowest of the compared OMol25 structures with the same formula, charge and spin	46.0	kJ/mol
HOMO level	-3.34	eV

Entry 6:
# C9H32BNO3

5 unconnected molecules or ions with the total composition C9H32BNO3 (ωB97M-V with the def2-TZVPD basis set, OMol25).

ORCA input file:
```
! wB97M-V def2-TZVPD RIJCOSX def2/J DEFGRID3
* xyz 0 1
N 0.98 0.16 0.47
H 0.88 1.03 0.97
H 1.55 -0.48 0.99
H 1.13 0.35 -0.51
H 0.07 -0.28 0.50
B 2.25 -1.64 2.67
H 2.53 -2.68 2.62
H 2.85 -1.07 1.97
H 1.21 -1.64 2.39
H 2.38 -1.27 3.67
C 1.55 -1.79 -2.82
C 1.45 -0.21 -3.26
C 0.56 -0.20 -4.46
O 0.80 0.56 -2.25
H 0.55 -2.22 -2.89
H 1.82 -2.02 -1.79
H 2.21 -2.33 -3.50
H 2.40 0.27 -3.48
H 0.45 0.86 -4.70
H -0.36 -0.72 -4.21
H 1.04 -0.67 -5.31
H 0.58 1.41 -2.64
C -0.98 4.13 1.76
C 0.02 3.33 2.51
C -0.76 2.31 3.36
O 0.85 2.77 1.49
H -1.54 4.66 2.52
H -1.66 3.54 1.14
H -0.42 4.81 1.13
H 0.70 3.85 3.19
H -1.56 2.82 3.89
H -0.07 1.74 3.98
H -1.29 1.57 2.75
H 1.62 3.35 1.55
C -1.19 -3.08 -0.29
C -1.64 -1.64 -0.47
C -3.09 -1.49 -0.65
O -1.36 -0.91 0.74
H -0.10 -3.05 -0.28
H -1.38 -3.66 -1.20
H -1.62 -3.62 0.55
H -1.12 -1.07 -1.24
H -3.69 -2.11 0.01
H -3.37 -1.82 -1.65
H -3.46 -0.46 -0.70
H -1.76 -1.37 1.48
*
```

Summary:
HOMO level	-7.87	eV